# 1
# C7H9BrN2

A cluster of 3 separate species, C7H9BrN2 in total in a non-equilibrium geometry (ωB97M-V/def2-TZVPD, OMol25).

Geometry as XYZ:
```
19
Properties=species:S:1:pos:R:3:forces:R:3
C -0.949 -0.731 -2.378 0.79 0.13 -1.42
C -0.498 0.549 -2.011 -2.58 1.14 -2.54
C -0.555 -1.829 -1.647 -0.25 -1.28 0.04
C 0.216 0.739 -0.881 -0.85 1.59 -0.32
C 0.110 -1.637 -0.471 1.35 0.71 1.10
C 0.557 -0.351 -0.121 0.97 0.03 1.16
C 1.466 -0.187 1.000 1.50 0.30 0.61
N 1.718 2.139 1.597 1.68 0.24 0.49
N 2.075 0.893 1.552 -1.35 -1.67 0.87
Br 2.202 -1.769 1.701 0.60 -0.47 0.52
H -1.395 -0.987 -3.334 -0.29 0.68 0.06
H -0.821 1.545 -2.563 0.58 -2.54 0.80
H -0.691 -2.879 -1.992 -0.37 1.06 0.23
H 0.208 1.815 -0.692 1.15 -0.54 0.77
H 0.440 -2.404 0.228 -0.44 -0.24 -0.77
H -0.582 0.660 2.105 -1.82 -1.44 -1.81
H -1.039 0.221 1.525 1.42 1.66 2.28
H 1.035 2.346 0.904 -0.70 -0.24 -0.52
H 2.803 0.594 2.292 -1.39 0.90 -1.56
```
Forces are in eV/Å.

Calculated values
HOMO-LUMO gap (alpha / beta) = 7.506 / 7.506 eV
Energy relative to the best compared isomer or geometry (same formula, charge and spin) = 84.5 kcal per mole
E_HOMO (alpha / beta) = -0.2772 / -0.2772 hartree

# 2
# C7H9BrN2O2

A cluster of 2 separate species, C7H9BrN2O2 in total in a non-equilibrium geometry (ωB97M-V/def2-TZVPD, OMol25).

Geometry as XYZ:
```
21
Properties=species:S:1:pos:R:3:forces:R:3
N 2.754 -0.292 1.243 -2.25 -0.45 0.88
C 1.545 -0.409 0.644 -1.34 -0.97 -0.73
C 0.993 0.384 -0.240 -4.41 -0.28 -1.53
C -0.729 0.001 -0.803 4.91 0.01 1.45
N -1.092 0.830 -1.830 -1.16 0.58 -1.72
Br -1.853 0.396 0.908 0.02 -0.33 -0.30
C -0.827 -1.520 -1.017 2.03 1.21 1.12
C -0.074 -2.237 0.102 -0.46 3.68 -0.37
C 0.880 -1.691 0.851 -0.89 0.57 -1.20
H 3.504 0.145 0.887 2.71 1.96 -1.56
H 2.911 -0.914 1.960 0.66 -1.38 1.54
H 1.447 1.263 -0.568 0.24 1.50 -0.70
H -1.994 0.765 -2.364 1.18 -0.86 1.14
H -1.032 1.797 -1.592 0.44 0.62 0.26
H -0.280 -1.968 -1.865 -0.66 0.99 -0.54
H -1.882 -1.532 -1.071 -1.28 -1.72 -0.05
H -0.209 -3.229 0.146 -0.82 -3.53 0.55
H 1.359 -2.291 1.527 1.10 -1.79 1.69
O -2.332 3.317 2.025 -0.73 0.01 1.56
C -1.799 3.494 1.030 -0.31 -0.18 0.33
O -1.288 3.690 0.026 1.01 0.37 -1.83
```
Forces are in eV/Å.

Calculated values
HOMO-LUMO gap = 8.773 eV
Structure (SMILES) = NC1=C[C@](N)(Br)CC=C1.O=C=O
Energy relative to the best compared isomer or geometry (same formula, charge and spin) = 3.5 kcal per mole
E_HOMO = -0.2948 hartree

# 3
# C7H9Cl5GeNORbSbSe4

A structure of composition C7H9Cl5GeNORbSbSe4 (ωB97M-V/def2-TZVPD, OMol25).

Geometry as XYZ:
```
30
Properties=species:S:1:pos:R:3:forces:R:3
Rb 0.107 -0.783 -0.775 -0.72 0.41 0.42
O 0.821 1.826 -0.419 -0.19 0.27 0.22
C 0.263 2.819 -1.242 0.02 -0.03 -0.05
C -1.113 2.486 -1.798 0.06 0.06 0.04
C -1.765 3.424 -2.602 0.06 0.00 0.03
C -3.012 3.122 -3.102 -0.08 -0.03 -0.01
C -3.587 1.898 -2.782 -0.02 0.02 -0.05
C -2.872 1.036 -1.978 0.14 0.07 0.08
N -1.656 1.316 -1.501 -0.13 0.10 -0.11
H 0.479 2.020 0.496 0.19 0.10 -0.16
H 0.950 2.980 -2.080 -0.04 -0.01 -0.02
H 0.180 3.759 -0.686 -0.03 0.00 -0.03
H -1.289 4.372 -2.820 0.01 0.02 0.03
H -3.541 3.833 -3.725 0.00 0.01 -0.01
H -4.569 1.620 -3.142 -0.01 0.01 0.00
H -3.288 0.079 -1.686 0.00 -0.01 0.02
Cl 3.037 -1.021 -0.015 0.42 -0.39 0.32
C 2.570 -2.561 0.789 -0.10 0.04 0.02
Cl 0.999 -2.438 1.596 0.51 -0.30 0.28
H 3.313 -2.775 1.548 0.04 0.05 -0.08
H 2.518 -3.332 0.029 0.02 0.07 -0.06
Se -0.602 -0.339 3.661 0.21 -0.32 0.09
Sb -1.835 1.578 2.912 0.25 0.30 0.41
Se -0.397 3.415 2.207 0.13 0.10 -0.13
Se -3.722 1.128 1.515 -0.63 -0.09 -0.31
Se -3.193 2.431 4.896 -0.13 0.03 -0.06
Cl -0.128 -0.818 -3.790 -0.09 -0.19 -0.51
Ge -1.196 -2.832 -3.323 0.08 0.05 -0.16
Cl 0.564 -3.641 -1.992 -0.01 -0.28 -0.22
Cl -0.643 -3.859 -5.275 0.03 -0.06 0.03
```
Forces are in eV/Å.

Calculated values
HOMO-LUMO gap (alpha / beta) = 5.229 / 5.210 eV
Energy relative to the best compared isomer or geometry (same formula, charge and spin) = 13.5 kcal per mole
<S²> = 0.757
Multiplicity = 2
E_HOMO (alpha / beta) = -0.0603 / -0.0596 hartree
Charge = -2

# 4
# C7H9ClN2

The molecule C7H9ClN2 (ωB97M-V/def2-TZVPD, OMol25).

Geometry as XYZ:
```
19
Properties=species:S:1:pos:R:3:forces:R:3
C -0.168 -2.269 0.458 -0.12 0.07 -0.10
C -0.820 -1.125 0.260 0.55 -0.23 0.67
C -1.833 -1.066 -0.731 -0.37 -0.20 -0.34
N -2.640 -1.013 -1.544 -0.30 0.09 -0.27
C -0.572 0.137 1.036 -0.04 0.26 0.02
C -0.507 1.381 0.143 0.19 -0.16 -0.14
C 0.471 1.198 -1.024 -0.49 0.07 -0.21
N 1.766 0.874 -0.507 0.68 -0.20 0.34
C 2.292 -0.225 -0.779 -0.75 0.39 -0.40
Cl 3.814 -0.632 -0.129 0.71 -0.31 0.27
H -0.401 -3.158 -0.105 -0.06 -0.09 -0.11
H 0.615 -2.345 1.195 0.12 0.08 0.14
H 0.360 0.027 1.592 -0.06 -0.02 0.02
H -1.385 0.270 1.757 0.08 -0.02 0.03
H -0.181 2.228 0.746 -0.09 0.03 -0.01
H -1.495 1.597 -0.268 0.00 0.07 0.03
H 0.093 0.433 -1.722 0.05 0.16 0.02
H 0.567 2.146 -1.561 -0.12 -0.12 -0.04
H 1.877 -1.002 -1.430 0.03 0.14 0.09
```
Forces are in eV/Å.

Calculated values
HOMO-LUMO gap = 10.578 eV
Structure (SMILES) = C=C(C#N)CCC/N=C/Cl
Energy relative to the best compared isomer or geometry (same formula, charge and spin) = 30.7 kcal per mole
E_HOMO = -0.3761 hartree

# 5
# C7H9ClN2O2

The molecule C7H9ClN2O2 in a non-equilibrium geometry (ωB97M-V/def2-TZVPD, OMol25).

Geometry as XYZ:
```
21
Properties=species:S:1:pos:R:3:forces:R:3
C 0.003 2.588 -0.131 0.45 -1.46 0.68
N 0.825 1.452 -0.551 -1.47 -0.23 3.75
C 0.180 0.202 -0.444 3.56 -2.50 -0.01
N -0.531 -0.177 -1.787 0.10 0.40 3.21
O -0.848 -1.306 -1.948 -0.46 -1.83 -0.65
O -0.762 0.750 -2.478 -0.64 1.98 -2.45
C 1.371 -1.044 -0.322 -3.77 3.30 0.72
C 0.992 -2.026 0.452 1.63 -2.22 -0.24
Cl 2.024 -3.346 0.932 1.08 -0.12 -0.14
C -0.281 -2.298 0.983 -3.69 1.16 0.85
C -1.086 -1.237 1.172 2.06 -0.97 -0.53
C -0.641 0.122 0.829 3.55 -0.73 1.29
H -0.084 2.819 0.922 0.66 -0.16 0.33
H 0.264 3.409 -0.679 1.27 2.38 -1.06
H -0.955 2.430 -0.470 -2.64 -0.39 -0.64
H 1.222 1.658 -1.386 1.43 0.23 -2.98
H 2.310 -0.666 -0.545 1.75 -0.01 -0.60
H -0.691 -3.275 1.279 0.90 0.36 -0.34
H -2.011 -1.329 1.622 -1.85 -0.34 0.82
H -1.429 0.759 0.873 -2.32 2.07 -0.20
H 0.128 0.517 1.677 -1.59 -0.92 -1.82
```
Forces are in eV/Å.

Calculated values
HOMO-LUMO gap = 9.373 eV
Structure (SMILES) = CN[C@@]1([N+](=O)[O-])C=C(Cl)C=CC1
Energy relative to the best compared isomer or geometry (same formula, charge and spin) = 132.2 kcal per mole
E_HOMO = -0.3345 hartree

# 6
# C7H9ClN4

The molecule C7H9ClN4 in a non-equilibrium geometry (ωB97M-V/def2-TZVPD, OMol25).

Geometry as XYZ:
```
21
Properties=species:S:1:pos:R:3:forces:R:3
C -3.808 -0.436 0.869 -0.41 1.78 -0.34
C -3.933 0.767 0.142 0.80 -2.98 0.86
C -1.984 -0.159 -0.226 -0.19 -0.29 1.51
C -0.676 -0.183 -0.773 -1.19 -0.75 -0.54
C 1.613 0.391 0.816 -3.03 -1.24 -0.62
C 2.386 -0.100 -0.497 -0.85 0.10 3.50
C 3.680 -0.831 -0.147 0.76 0.52 -1.19
N -2.568 -0.955 0.724 0.45 0.68 -1.70
N 0.334 -0.654 -1.145 0.00 0.54 0.00
N 1.533 -0.807 -1.405 -0.15 -1.29 -0.73
N -2.787 0.909 -0.540 0.34 0.11 -1.15
Cl 0.707 1.953 0.447 1.02 0.22 0.47
H -4.671 -0.823 1.430 1.02 -0.19 0.02
H -4.845 1.207 -0.024 -1.54 1.66 -0.50
H 0.635 -0.184 1.172 2.58 0.31 -0.96
H 2.194 0.445 1.705 0.80 0.69 0.40
H 2.667 0.825 -0.933 0.51 0.96 -0.73
H 4.301 -0.108 0.416 0.08 -0.18 -0.71
H 4.098 -1.074 -1.177 0.07 0.14 1.51
H 3.712 -1.711 0.496 -0.84 -0.24 -0.30
H -2.588 1.527 -1.349 -0.23 -0.55 1.20
```
Forces are in eV/Å.

Calculated values
HOMO-LUMO gap = 8.640 eV
Energy relative to the best compared isomer or geometry (same formula, charge and spin) = 47.2 kcal per mole
E_HOMO = -0.3028 hartree

# 7
# C7H9F

The molecule C7H9F in a non-equilibrium geometry (ωB97M-V/def2-TZVPD, OMol25).

Geometry as XYZ:
```
17
Properties=species:S:1:pos:R:3:forces:R:3
C 2.805 -0.868 -0.095 -0.11 -1.00 1.62
C 1.513 -0.108 0.012 0.93 0.69 -1.16
C 1.323 1.217 -0.240 0.92 -0.98 1.05
C -0.086 1.483 -0.035 -1.08 2.55 -0.84
C -0.802 0.380 0.208 1.93 0.72 0.29
C -2.232 0.176 0.298 -1.11 -0.79 -0.29
F -2.490 -0.962 -0.539 -0.46 0.70 0.31
C 0.223 -0.719 0.363 -0.96 -1.37 0.55
H 2.988 -1.472 0.844 -0.30 0.59 -0.75
H 2.881 -1.626 -0.886 -0.31 0.45 -0.12
H 3.636 -0.189 -0.142 0.41 0.33 -0.32
H 2.135 1.945 -0.404 -0.72 -0.40 -0.11
H -0.510 2.519 -0.150 0.33 -1.24 0.03
H -2.467 -0.142 1.294 -0.45 -0.37 0.67
H -2.955 0.992 0.049 1.03 -0.49 -0.21
H -0.086 -1.591 -0.227 0.37 0.06 -0.13
H 0.332 -1.141 1.401 -0.43 0.54 -0.58
```
Forces are in eV/Å.

Calculated values
HOMO-LUMO gap = 9.209 eV
Structure (SMILES) = CC1=CC=C(CF)C1
Energy relative to the best compared isomer or geometry (same formula, charge and spin) = 6.3 kcal per mole
E_HOMO = -0.3046 hartree

# 8
# C7H9F

The molecule C7H9F in a non-equilibrium geometry (ωB97M-V/def2-TZVPD, OMol25).

Geometry as XYZ:
```
17
Properties=species:S:1:pos:R:3:forces:R:3
C 0.579 1.542 -0.138 -1.01 -0.24 0.70
C 1.076 0.298 -0.164 -0.22 0.84 -0.63
C 2.480 -0.006 0.179 0.07 -1.04 1.92
C 0.326 -0.812 -0.724 -0.62 -1.31 -0.78
C -0.888 -1.232 -0.366 0.26 -1.14 -1.54
C -1.797 -0.717 0.639 -0.42 -0.31 2.74
C -2.636 0.259 0.389 -0.46 0.06 1.18
F -2.604 0.848 -0.789 -0.40 0.82 -1.28
H -0.523 1.704 -0.370 1.89 0.13 0.13
H 1.227 2.327 0.291 -0.72 -0.20 -0.42
H 2.942 0.849 0.651 0.26 0.11 0.23
H 2.537 -0.913 0.873 -0.04 1.24 -0.76
H 3.047 -0.263 -0.678 0.61 -0.31 -1.04
H 0.783 -1.424 -1.553 -0.15 0.88 0.91
H -1.303 -2.034 -1.023 0.27 0.42 0.79
H -1.866 -1.118 1.712 0.27 0.32 -1.82
H -3.381 0.692 1.071 0.41 -0.27 -0.33
```
Forces are in eV/Å.

Calculated values
HOMO-LUMO gap = 9.978 eV
Structure (SMILES) = C=C(C)/C=C\C=C/F
Energy relative to the best compared isomer or geometry (same formula, charge and spin) = 31.5 kcal per mole
E_HOMO = -0.3299 hartree

# 9
# C7H9F3N2OP

A cluster of 2 separate species, C7H9F3N2OP in total in a non-equilibrium geometry (ωB97M-V/def2-TZVPD, OMol25).

Geometry as XYZ:
```
23
Properties=species:S:1:pos:R:3:forces:R:3
C -1.402 2.032 0.727 -0.32 -0.62 0.73
P -2.266 1.753 -0.995 0.30 -0.23 -1.13
O -3.941 1.394 -0.531 1.01 1.69 0.82
N -1.525 0.385 -1.865 -3.83 -2.52 3.11
C -2.213 -0.930 -1.566 1.86 3.48 -1.80
F -2.433 -1.206 -0.124 0.22 -0.33 -3.75
F -3.526 -0.994 -2.281 2.96 -0.86 2.27
F -1.361 -1.994 -2.217 -2.62 1.89 2.20
H -0.615 2.887 0.573 -1.30 -1.91 0.33
H -2.189 2.407 1.531 1.53 -0.83 -1.60
H -0.950 0.998 1.045 -0.58 2.21 -0.20
H -4.253 2.276 -0.134 0.69 -1.94 -0.96
N 1.884 0.691 0.709 0.63 -0.96 0.07
C 2.918 0.216 1.438 -0.72 0.34 -0.49
C 3.419 -1.070 1.318 -0.08 -0.07 -0.10
C 2.821 -1.926 0.400 -0.12 0.02 -0.10
C 1.753 -1.468 -0.364 0.42 -0.26 0.24
C 1.325 -0.163 -0.176 0.11 0.88 0.38
H 3.349 0.921 2.143 0.03 -0.06 0.00
H 4.254 -1.397 1.927 -0.05 0.04 -0.02
H 3.185 -2.943 0.279 -0.03 0.08 0.02
H 1.265 -2.110 -1.088 -0.06 0.14 0.05
H 0.497 0.243 -0.750 -0.07 -0.18 -0.08
```
Forces are in eV/Å.

Calculated values
HOMO-LUMO gap = 6.663 eV
E_HOMO = -0.1281 hartree
Charge = -1

# 10
# C7H9F9N3O3S

A cluster of 2 separate species, C7H9F9N3O3S in total in a non-equilibrium geometry (ωB97M-V/def2-TZVPD, OMol25).

Geometry as XYZ:
```
32
Properties=species:S:1:pos:R:3:forces:R:3
N 2.973 1.968 -0.283 0.48 -0.37 0.04
C 2.486 0.712 -0.408 -2.09 -2.72 0.07
N 3.048 -0.402 -1.149 -2.67 2.84 1.95
C 1.947 -1.404 -1.230 -1.37 -1.78 -2.58
C 0.596 -0.779 -0.598 1.82 1.06 -1.32
S -0.430 -1.932 0.419 3.07 -6.68 2.54
O -0.698 -3.218 -0.319 0.22 4.42 0.90
O 0.345 -2.193 1.692 -2.10 2.01 -3.34
C -2.075 -1.236 0.953 -1.88 -0.19 2.17
F -1.866 -0.287 1.977 -0.21 -1.40 -2.49
F -2.754 -2.305 1.575 2.00 2.34 -1.67
C -2.995 -0.677 -0.246 -2.21 -2.14 -0.53
F -4.156 -1.491 -0.237 2.36 1.96 -0.03
F -2.420 -0.906 -1.524 -0.66 1.04 2.83
C -3.518 0.815 -0.045 -2.36 0.65 -0.77
F -4.284 0.976 1.127 2.29 -0.64 -2.33
F -4.430 1.052 -1.104 2.17 -0.70 1.96
C -2.411 1.958 -0.149 -0.45 3.79 -0.07
F -1.316 1.651 -0.963 -1.76 0.00 1.77
F -3.039 3.069 -0.752 1.57 -2.56 1.31
F -1.956 2.434 1.090 -0.64 -1.70 -2.70
N 1.244 0.310 0.210 1.26 1.16 -2.77
H 3.807 2.118 0.302 -0.22 -0.30 -0.68
H 2.534 2.790 -0.715 -0.10 -0.74 0.68
H 3.275 -0.080 -2.108 0.59 -0.11 0.99
H 1.725 -1.424 -2.358 0.20 -0.36 1.65
H 2.153 -2.495 -1.007 0.18 1.60 0.51
H 0.072 -0.413 -1.542 -0.12 -0.18 1.86
H 0.617 1.070 0.513 0.76 -0.30 0.14
O 3.969 0.481 2.262 -0.24 -0.12 -0.49
H 4.491 -0.312 2.442 0.05 0.14 0.06
H 3.066 0.150 2.175 0.07 -0.05 0.36
```
Forces are in eV/Å.

Calculated values
HOMO-LUMO gap = 9.596 eV
E_HOMO = -0.5478 hartree
Charge = +1

- Which formula does entry 5 have?
  C7H9ClN2O2

- What is the formula in the sixth record?
  C7H9ClN4